[1]
{
  "formula": "C49H42IN5O17P",
  "method": "the ωB97M-V functional and the def2-TZVPD basis",
  "e_above_lowest_kcal_mol": 0.00,
  "total_charge": 1,
  "elements": ["I", "P", "O", "O", "O", "O", "O", "O", "O", "O", "O", "O", "O", "O", "O", "O", "O", "O", "O", "N", "N", "N", "N", "N", "C", "C", "C", "C", "C", "C", "C", "C", "C", "C", "C", "C", "C", "C", "C", "C", "C", "C", "C", "C", "C", "C", "C", "C", "C", "C", "C", "C", "C", "C", "C", "C", "C", "C", "C", "C", "C", "C", "C", "C", "C", "C", "C", "C", "C", "C", "C", "C", "C", "H", "H", "H", "H", "H", "H", "H", "H", "H", "H", "H", "H", "H", "H", "H", "H", "H", "H", "H", "H", "H", "H", "H", "H", "H", "H", "H", "H", "H", "H", "H", "H", "H", "H", "H", "H", "H", "H", "H", "H", "H", "H"],
  "positions_angstrom": [[-2.4303, -2.8122, -1.9401], [-5.4711, -7.9243, -3.6839], [-0.9252, 11.0937, 5.8990], [-2.4561, -0.3968, 7.5011], [0.6239, -5.5497, -4.2904], [-3.7698, 6.4817, 2.0335], [11.5704, -4.4643, -7.2931], [-4.5889, -1.3963, -4.3270], [0.2462, 6.2695, 4.0625], [2.7820, -6.1298, -4.5132], [-3.2511, 12.7269, 9.8189], [8.4180, -6.2044, -1.3681], [-2.6226, 1.6511, 0.1983], [3.7256, -8.6537, -1.4423], [7.8002, -3.7840, -3.6434], [-6.7440, 2.7251, -1.8032], [-6.2931, -8.4205, -5.0017], [0.0292, 2.4400, 3.7852], [1.9783, 13.5463, 9.6716], [-6.2718, -6.5408, -3.1362], [-3.6033, -5.2402, -3.1939], [-1.8887, -4.4701, -4.3588], [-4.1451, -7.1017, -4.5896], [-2.3962, -5.5699, -5.0018], [-4.7137, 0.9432, -4.0996], [0.7798, 13.3661, 9.7026], [4.8018, -8.0891, -1.4150], [-1.3112, 8.0351, 4.1446], [-2.5815, 1.3476, 5.9256], [-2.0555, 12.9218, 9.7820], [7.3376, -6.7524, -1.3805], [-2.8767, 2.7628, 0.6214], [10.9788, -4.5361, -5.0132], [-1.9580, 2.0617, 4.9929], [-1.6063, 9.2468, 4.6071], [-1.3129, 12.9312, 8.4961], [8.6613, -3.9359, -4.4848], [9.3383, -3.8779, -6.8394], [-6.6439, 0.3870, -2.0512], [-5.0929, -0.4479, -3.7562], [10.7106, -4.3069, -6.4558], [-0.5405, 1.7958, 4.6403], [-4.1620, 3.4238, 0.2892], [-0.6592, 9.9891, 5.4763], [0.0404, -8.3626, -4.0088], [0.9235, 8.1181, 5.3506], [-1.2769, 13.1565, 11.0265], [-0.7437, -3.7127, -4.8554], [5.9218, -8.6007, -0.5882], [-1.9204, 3.4983, 1.4838], [0.3705, -4.6228, -5.3295], [5.0371, -6.8643, -2.2154], [-4.4539, 4.6368, 0.7481], [-1.8856, 0.2553, 6.6558], [-3.4308, -6.0178, -4.2693], [10.0282, -4.3645, -4.0986], [-3.4982, 5.3757, 1.6148], [-5.2549, 1.9795, -3.4662], [0.0365, 13.3618, 10.9897], [1.6403, -6.4700, -4.5771], [-6.0999, -0.6471, -2.6859], [1.1446, -7.8426, -4.9303], [-0.4648, -0.0046, 6.3068], [0.1578, 0.7102, 5.3741], [-2.2111, 4.7128, 1.9461], [-0.0246, 7.3769, 4.4811], [6.2100, -6.2368, -2.2032], [8.3880, -3.7075, -5.9254], [-6.2607, 1.7826, -2.3904], [0.0004, 13.1361, 8.4611], [-2.6550, -4.3185, -3.2846], [0.6290, 9.3296, 5.8128], [7.0979, -7.9801, -0.5737], [5.7240, -9.4961, -0.0126], [-3.8384, -7.6087, -5.4081], [9.1709, -3.7168, -7.8968], [0.5602, 13.1405, 7.5348], [2.0122, -8.4999, -4.9066], [-1.8419, 13.1468, 11.9499], [0.7918, -7.7952, -5.9679], [0.2776, -8.1666, -2.9629], [0.1089, -5.1373, -6.2648], [-2.4429, 2.8638, 4.4507], [-5.3852, 5.1394, 0.5196], [-3.9769, 1.0584, -4.8842], [1.1919, 0.5426, 5.1012], [-3.6138, 1.5203, 6.2021], [1.8541, 7.6146, 5.5794], [-6.1022, -5.6751, -3.6334], [1.2510, -4.0034, -5.5222], [-7.3777, 0.2723, -1.2636], [1.3006, 9.8922, 6.4490], [-7.2719, -6.7094, -3.0881], [4.1855, -6.5363, -2.7956], [-4.9939, 3.0055, -3.6924], [-0.9903, 2.9988, 1.7178], [-6.3933, -7.7576, -5.6984], [-6.3571, -1.6734, -2.4556], [-1.9934, 7.4831, 3.5081], [-2.0100, -5.9380, -5.8551], [-4.8392, 2.8670, -0.3419], [-0.0878, -9.4356, -4.1410], [0.6276, 13.5325, 11.8804], [-0.9230, -7.8888, -4.2137], [-1.8946, 12.7533, 7.6017], [-1.0778, -3.0715, -5.6736], [7.9360, -8.3311, 0.0150], [-2.5380, 9.7480, 4.3776], [0.0209, -0.8018, 6.8549], [11.9836, -4.8499, -4.7607], [-0.4063, -3.1172, -4.0102], [-1.5206, 5.2592, 2.5804], [6.4055, -5.3435, -2.7829], [7.3822, -3.3954, -6.1770], [10.1878, -4.5314, -3.0408]],
  "forces_ev_per_a": [[0.11, 0.22, 0.30], [-0.25, -0.14, 0.18], [0.01, 0.03, -0.02], [-0.01, -0.01, 0.00], [-0.27, -0.34, -0.24], [0.08, 0.00, 0.05], [0.01, 0.00, -0.01], [0.06, -0.10, -0.04], [-0.08, -0.01, -0.04], [-0.35, 0.00, -0.21], [-0.01, -0.01, 0.00], [0.02, -0.02, -0.02], [-0.02, -0.04, -0.04], [-0.01, 0.00, -0.01], [-0.15, 0.09, -0.12], [0.01, -0.02, 0.00], [0.42, -0.04, -0.13], [0.00, -0.03, -0.02], [0.01, -0.01, 0.00], [0.10, 0.00, -0.49], [0.02, -0.06, -0.13], [0.01, -0.17, -0.12], [-0.17, 0.33, 0.00], [0.05, 0.07, -0.20], [0.00, -0.01, 0.00], [-0.02, 0.00, 0.00], [0.01, -0.01, 0.00], [-0.06, 0.01, -0.03], [0.00, 0.00, 0.00], [0.03, 0.02, 0.00], [-0.02, -0.03, -0.03], [0.03, -0.01, 0.01], [0.00, 0.00, 0.00], [-0.01, 0.00, 0.00], [0.04, 0.00, 0.03], [-0.03, 0.00, 0.02], [0.11, -0.05, 0.09], [0.00, 0.00, 0.01], [0.01, 0.00, -0.01], [-0.03, 0.03, 0.01], [-0.02, 0.00, 0.01], [0.03, -0.01, 0.06], [0.04, 0.02, 0.03], [0.00, -0.02, 0.00], [-0.15, 0.12, 0.03], [0.00, 0.00, 0.00], [0.01, 0.00, -0.01], [-0.09, -0.10, -0.19], [0.00, -0.01, 0.00], [-0.09, 0.01, -0.10], [0.22, 0.11, 0.25], [-0.07, -0.08, 0.10], [0.02, 0.00, 0.00], [0.01, 0.02, -0.01], [-0.06, -0.29, 0.17], [0.02, 0.00, -0.01], [-0.02, -0.01, -0.02], [0.00, 0.00, 0.00], [-0.01, 0.00, 0.00], [0.39, 0.20, 0.17], [0.01, 0.00, 0.00], [-0.01, -0.04, 0.17], [0.00, 0.01, -0.01], [-0.01, -0.01, 0.00], [0.06, -0.01, 0.03], [0.01, 0.01, 0.01], [0.01, -0.02, -0.01], [0.00, 0.01, 0.01], [-0.03, -0.01, -0.04], [0.01, 0.00, 0.00], [-0.15, 0.06, 0.12], [0.00, 0.00, -0.01], [-0.02, 0.01, 0.00], [-0.01, 0.00, 0.00], [-0.01, -0.10, 0.06], [0.02, 0.00, 0.00], [0.00, -0.01, 0.00], [-0.01, 0.03, -0.06], [-0.01, 0.00, -0.01], [0.05, -0.05, 0.02], [0.04, -0.12, -0.02], [-0.01, 0.00, 0.03], [0.02, 0.01, 0.00], [0.00, 0.01, 0.01], [0.00, -0.01, 0.00], [0.00, 0.01, -0.01], [0.00, -0.01, 0.02], [0.00, -0.01, -0.01], [-0.03, 0.07, 0.04], [-0.03, -0.02, -0.09], [0.00, 0.02, 0.00], [-0.01, 0.01, 0.00], [0.03, -0.01, 0.32], [0.11, 0.10, -0.06], [-0.01, 0.01, 0.01], [0.00, 0.01, 0.03], [-0.25, 0.04, 0.00], [0.01, 0.00, -0.01], [0.00, 0.00, 0.00], [0.16, 0.11, 0.02], [-0.02, 0.01, 0.03], [0.05, 0.02, 0.02], [0.01, 0.01, -0.01], [0.07, 0.03, 0.00], [-0.01, -0.02, 0.01], [0.07, 0.13, 0.11], [0.01, 0.02, 0.00], [0.00, 0.01, 0.00], [-0.01, 0.00, 0.01], [0.00, 0.00, -0.01], [-0.01, 0.07, -0.08], [0.00, 0.00, 0.00], [0.03, 0.01, 0.06], [0.00, 0.00, 0.01], [-0.03, -0.01, 0.00]],
  "lowdin_charge": [1.126, 0.808, 0.101, 0.114, -0.039, 0.103, 0.114, 0.029, 0.096, 0.158, 0.106, 0.108, 0.085, 0.087, 0.083, 0.107, -0.304, 0.095, 0.102, -0.177, 0.132, -0.076, -0.059, 0.188, 0.025, -0.388, -0.386, 0.029, 0.025, -0.384, -0.371, -0.378, 0.026, 0.023, 0.032, 0.015, -0.375, 0.022, 0.036, -0.406, -0.385, -0.374, 0.023, -0.371, -0.070, 0.023, 0.018, -0.086, 0.019, 0.019, -0.167, 0.023, 0.036, -0.385, -0.416, 0.026, -0.369, 0.034, 0.018, -0.445, 0.015, -0.131, 0.023, 0.022, 0.033, -0.374, 0.039, 0.017, -0.386, 0.016, -0.794, 0.027, 0.025, 0.122, 0.106, 0.122, 0.118, 0.129, 0.121, 0.126, 0.092, 0.131, 0.112, 0.127, 0.123, 0.122, 0.123, 0.123, 0.028, 0.145, 0.128, 0.123, 0.046, 0.088, 0.129, 0.106, 0.058, 0.120, 0.095, 0.179, 0.090, 0.084, 0.121, 0.046, 0.109, 0.147, 0.123, 0.126, 0.123, 0.124, 0.093, 0.101, 0.098, 0.118, 0.120]
}


[2]
{
  "formula": "C49H43AgAsNPSeSi",
  "method": "the ωB97M-V functional and the def2-TZVPD basis",
  "e_above_lowest_kcal_mol": 0.00,
  "total_charge": -1,
  "elements": ["Ag", "Se", "As", "P", "Si", "N", "C", "C", "C", "C", "C", "C", "C", "C", "C", "C", "C", "C", "C", "C", "C", "C", "C", "C", "C", "C", "C", "C", "C", "C", "C", "C", "C", "C", "C", "C", "C", "C", "C", "C", "C", "C", "C", "C", "C", "C", "C", "C", "C", "C", "C", "C", "C", "C", "C", "H", "H", "H", "H", "H", "H", "H", "H", "H", "H", "H", "H", "H", "H", "H", "H", "H", "H", "H", "H", "H", "H", "H", "H", "H", "H", "H", "H", "H", "H", "H", "H", "H", "H", "H", "H", "H", "H", "H", "H", "H", "H", "H"],
  "positions_angstrom": [[11.9533, 14.3617, 10.3374], [9.6300, 13.7871, 9.4619], [10.5189, 21.4176, 11.3907], [10.5533, 17.5652, 10.6302], [14.2488, 14.8002, 10.8540], [8.7585, 9.6157, 11.3318], [10.1706, 11.0444, 10.0523], [11.4990, 18.1019, 13.1472], [15.1379, 16.2193, 9.9207], [9.7258, 24.1573, 11.7133], [14.7568, 15.9386, 14.8853], [14.5852, 16.8432, 8.7793], [9.3370, 12.1243, 10.2782], [13.5173, 19.2515, 13.7768], [16.4260, 16.6404, 10.2815], [15.8647, 15.2010, 15.3007], [7.5620, 24.9955, 12.3133], [14.2775, 15.7487, 13.5804], [16.5036, 14.3583, 14.3997], [11.2259, 17.1845, 6.6353], [12.1026, 19.3536, 7.1939], [9.3494, 20.2752, 10.2990], [7.0603, 23.7049, 12.2384], [14.9588, 14.9529, 12.6491], [16.5107, 18.2470, 8.5229], [8.8941, 25.2206, 12.0422], [11.8117, 18.2753, 11.7942], [10.9690, 22.6954, 8.7625], [15.7558, 10.7616, 8.9216], [8.1735, 11.9052, 11.0029], [11.8114, 18.3877, 6.2613], [13.1547, 23.1168, 7.8770], [13.7258, 22.7454, 9.0823], [9.2403, 22.8644, 11.6875], [11.7746, 23.1144, 7.7241], [9.8643, 9.8265, 10.6036], [15.2577, 17.8061, 8.0618], [7.9365, 10.6440, 11.5182], [16.2723, 11.9606, 8.4245], [15.9471, 13.1707, 9.0886], [9.2068, 18.8471, 10.8551], [7.8930, 22.6481, 11.9308], [13.0728, 18.7788, 11.4465], [11.7657, 19.1693, 8.5356], [15.1050, 13.2157, 10.1801], [14.9797, 10.7810, 10.0875], [14.6577, 11.9811, 10.7004], [17.0975, 17.6528, 9.6215], [12.9176, 22.3555, 10.1372], [16.0729, 14.2543, 13.0917], [12.3017, 18.6689, 14.1356], [13.9360, 19.2265, 12.4381], [11.1674, 17.9734, 8.9479], [10.9474, 16.9655, 7.9997], [11.5399, 22.2670, 9.9670], [9.7010, 20.2486, 9.2654], [11.3351, 23.4567, 6.8212], [16.8475, 11.9908, 7.4992], [6.8368, 25.7898, 12.4221], [7.4507, 21.6649, 11.9179], [10.5106, 16.0466, 8.3502], [10.7623, 24.3241, 11.4808], [13.7482, 23.3665, 7.0132], [16.3227, 14.1089, 8.7436], [5.9925, 23.5623, 12.3597], [11.9448, 18.6422, 15.1598], [10.5443, 9.0098, 10.4475], [14.8586, 18.2022, 7.1482], [7.0357, 10.4518, 12.0945], [12.5583, 20.2612, 6.8624], [15.9798, 9.8243, 8.4313], [14.0604, 11.9830, 11.6060], [16.2100, 15.2881, 16.2879], [17.3346, 13.7410, 14.7488], [9.2946, 26.2326, 12.0461], [9.0202, 18.8510, 11.9227], [16.5821, 13.5347, 12.4495], [14.8907, 19.6303, 12.1702], [14.5337, 9.8540, 10.4435], [14.1520, 19.6957, 14.5273], [11.9461, 19.9578, 9.2761], [12.0584, 18.5586, 5.2072], [13.3906, 16.2501, 13.2638], [8.2868, 18.3921, 10.4339], [16.8531, 16.1622, 11.1489], [17.0703, 18.9820, 7.9701], [7.5077, 12.7147, 11.1947], [14.2604, 16.5974, 15.5653], [18.1043, 17.9005, 9.9643], [11.0531, 16.3723, 5.9269], [13.3628, 21.9936, 11.0660], [10.5719, 17.5557, 13.3951], [11.0178, 11.1709, 9.3897], [13.5986, 16.5657, 8.5022], [14.8220, 22.6995, 9.1615], [9.8945, 22.6625, 8.6725], [13.3691, 18.8218, 10.4203], [8.3561, 20.7659, 10.2841]],
  "forces_ev_per_a": [[-0.22, 0.18, 0.02], [0.16, 0.63, -0.12], [-0.03, -0.05, 0.31], [0.32, 0.49, 0.19], [0.64, -0.03, 0.20], [0.24, -0.59, 0.12], [0.36, 0.04, -0.33], [-0.38, 0.35, -0.12], [0.27, 0.52, -0.57], [-0.21, 0.34, 0.37], [0.24, -0.91, -0.91], [0.33, -0.50, 0.94], [-0.49, 0.13, -0.36], [-0.15, -0.25, -0.44], [-0.84, -0.42, 0.44], [-0.55, 0.22, -1.30], [-0.61, -0.15, -0.48], [0.94, 0.08, 0.41], [0.33, -0.18, 0.62], [0.13, -0.47, 1.00], [-0.29, 0.13, 0.81], [-0.61, -0.29, 0.00], [-0.21, 0.31, -0.09], [-0.86, 0.01, -0.33], [-0.23, -0.30, -0.59], [0.47, 0.41, -0.13], [0.25, -0.64, -0.24], [0.15, -0.27, 0.63], [0.29, 0.67, 0.06], [0.39, -0.42, 0.33], [-0.08, -0.70, -0.95], [-0.19, -0.10, -0.12], [0.83, 0.03, -0.34], [0.13, -0.28, -0.30], [0.15, 0.03, 0.70], [-0.62, 0.31, 0.35], [1.10, 0.35, 0.53], [0.17, -0.01, -0.23], [-0.55, 0.35, 0.59], [0.14, -0.89, -0.55], [-0.55, -0.14, -0.63], [-0.25, -0.10, 0.38], [-0.46, -0.11, 0.68], [-0.04, 0.05, 0.10], [-0.42, -0.44, 0.64], [-0.22, -0.05, -0.25], [0.35, 0.13, -0.23], [0.30, -0.23, 0.25], [-0.04, -0.55, 0.20], [0.20, -0.52, -0.05], [-0.12, -0.12, -0.39], [-0.83, 0.15, 0.62], [0.07, -0.16, -0.20], [-0.05, 0.76, -0.68], [0.09, 0.34, -0.12], [-0.01, 0.05, 0.13], [-0.30, 0.14, -0.77], [0.03, -0.08, 0.30], [0.25, 0.28, 0.32], [0.11, -0.28, -0.09], [-0.06, -0.30, -0.18], [0.28, 0.20, -0.03], [0.33, 0.14, 0.01], [0.29, 0.42, -0.55], [0.07, -0.18, 0.11], [0.28, -0.01, 0.03], [0.03, -0.51, 0.05], [-0.28, 0.23, -0.18], [0.04, -0.06, 0.02], [0.25, 0.52, 0.02], [-0.06, -0.05, -0.07], [-0.22, -0.07, -0.08], [0.47, 0.07, 1.23], [-0.13, 0.21, -0.13], [-0.07, -0.15, 0.01], [0.03, 0.12, 0.40], [-0.10, 0.29, -0.09], [0.45, 0.08, -0.11], [0.24, 0.10, 0.11], [0.10, -0.01, 0.13], [0.06, -0.38, -0.58], [-0.07, -0.04, 0.39], [-0.53, 0.36, -0.13], [0.47, 0.12, 0.01], [0.38, 0.01, 0.14], [0.00, 0.28, -0.17], [-0.44, 0.42, 0.07], [-0.31, 0.30, 0.29], [-0.28, 0.22, -0.21], [-0.02, 0.36, 0.11], [-0.08, 0.16, -0.19], [0.50, 0.42, 0.05], [0.16, -0.06, 0.19], [-0.75, -0.29, -0.45], [-0.57, 0.11, 0.11], [-0.18, 0.04, -0.20], [0.22, -0.03, -0.39], [0.48, -0.30, -0.05]],
  "lowdin_charge": [0.365, 0.470, 1.334, 1.046, 0.604, 0.025, -0.154, -0.150, -0.293, -0.124, -0.080, -0.120, -0.747, -0.095, -0.107, -0.106, -0.108, -0.100, -0.107, -0.065, -0.090, -0.414, -0.099, -0.294, -0.104, -0.092, -0.412, -0.104, -0.115, -0.147, -0.106, -0.100, -0.086, -0.410, -0.092, -0.171, -0.089, -0.181, -0.087, -0.103, -0.421, -0.124, -0.110, -0.107, -0.333, -0.108, -0.139, -0.109, -0.134, -0.123, -0.107, -0.080, -0.381, -0.130, -0.442, 0.047, 0.092, 0.091, 0.096, 0.093, -0.021, 0.091, 0.098, 0.079, 0.101, 0.100, 0.090, 0.086, 0.093, 0.089, 0.086, 0.093, 0.074, 0.097, 0.102, 0.048, 0.101, 0.098, 0.094, 0.095, 0.071, 0.105, 0.058, 0.076, 0.090, 0.086, 0.075, 0.083, 0.099, 0.107, 0.091, 0.108, 0.087, 0.060, 0.111, 0.107, 0.077, 0.054]
}


Per-record E_HOMO, eV: -10.794 -4.638
Per-record LUMO, eV: -3.75 2.22
Per-record strongest force on any atom, eV Å⁻¹: 0.5 1.4